60
Properties=species:S:1:pos:R:3:forces:R:3 method="wB97M-V/def2-TZVPD" de_lowest_ev=0.619 smiles="CCOS(C)(=O)=O.CCOS(C)(=O)=O.CCOS(C)(=O)=O.ClCCl.ClCCl.ClCCl"
S -3.02600 -1.67804 -0.98439 0.79 -0.44 -1.45
H 6.88844 2.34984 0.79988 -0.52 0.33 -0.23
C -0.07819 -3.13847 1.85089 0.27 -1.75 0.10
H -1.06214 -2.32161 -4.38997 -0.40 -0.27 0.11
O 3.19512 -1.42920 2.49048 -1.01 0.28 -0.27
H -6.44561 -3.67461 0.20751 0.78 -0.11 0.03
H -0.69038 5.14872 -2.26407 0.73 0.21 -0.36
H 2.12750 0.91630 -1.83514 0.49 0.89 -0.39
Cl 0.46081 -0.51192 -1.17252 -0.27 -0.26 0.06
O -2.10502 -2.55823 -1.63610 -0.32 0.18 -0.08
H 1.77226 5.45792 0.50103 0.67 -0.12 -0.03
H 0.65701 -5.12161 2.40210 0.41 -0.45 0.51
H 1.06313 4.46619 1.81774 0.27 -0.07 -0.52
H -0.55851 -2.71798 0.98945 -0.57 0.27 -0.26
H 5.21520 1.70954 0.59282 0.27 -0.26 -0.19
O 1.63617 -2.37034 4.13397 -0.32 0.67 -0.46
H -5.25112 -3.73925 1.57077 -0.04 -0.30 0.13
O 3.11452 3.00717 -0.69142 0.24 -0.54 -0.15
O 2.22397 2.03303 1.43833 -0.50 -1.56 0.16
H 5.87347 4.54970 1.41202 -0.94 -0.10 0.61
H -4.83090 -0.39183 -1.71054 -0.09 0.06 -0.16
H -2.15172 4.36394 -2.82853 0.22 -0.21 -0.24
H 2.57728 -0.19143 -0.47551 0.89 0.22 0.63
C -1.34747 4.32523 -2.10177 -0.35 0.02 -1.27
C -3.83434 -0.57261 -2.09940 0.50 0.32 -0.13
C -5.12916 -1.97541 0.36066 -1.44 0.69 0.39
H 0.69348 4.16024 0.10158 -0.54 -0.27 -0.21
C -0.27081 -1.69398 -4.74304 1.09 -0.61 0.03
O -2.54035 -0.83872 0.06005 -0.11 -0.03 0.91
Cl -0.63529 -0.04551 -4.31710 -0.21 0.57 -0.18
C -0.09157 -4.70731 1.77033 -1.33 2.17 -0.65
H -6.73776 -2.78320 1.54987 -0.72 0.82 1.28
H -0.51865 -2.82079 2.78279 -0.22 0.18 0.24
H 5.01871 4.19309 -0.01016 0.33 -0.43 -1.08
O -4.21417 -2.60954 -0.52586 0.61 0.27 0.12
Cl -2.11805 4.68705 -0.60218 -0.33 -0.37 1.36
H 5.82767 2.14025 2.14248 -0.11 -0.06 0.94
H -0.28026 -0.56647 2.85042 0.34 -0.20 0.50
S 2.70940 3.10990 0.67398 -0.85 3.92 0.56
Cl -0.11471 -1.95117 -6.51170 0.01 0.12 0.47
C 5.21047 3.79360 0.95990 -0.02 0.61 0.78
S 1.83366 -1.71860 2.85755 1.08 0.07 1.71
Cl 3.00884 -1.21750 -2.59139 -0.69 0.97 0.78
H -4.58940 -1.28912 1.04693 -0.30 -0.78 -0.13
H 0.02117 -4.97737 0.72887 0.40 -0.29 -0.14
C 0.77522 -0.27034 2.81654 -0.36 -0.37 -0.10
H -3.83758 -0.91170 -3.14100 0.01 -0.04 0.41
Cl -0.47830 2.78613 -2.32087 -0.31 0.36 0.52
H -5.82830 -1.32641 -0.22105 0.42 -0.46 0.25
O 3.82604 3.80576 1.56306 1.78 -0.10 -0.41
C -5.91022 -3.11080 0.99027 0.17 -0.16 -1.15
H -3.23548 0.33284 -1.95858 -0.21 -0.02 -0.44
H -1.12037 -4.99462 2.03713 0.45 -0.21 0.21
O 1.27195 -2.65972 1.77646 0.22 -0.27 -1.31
C 2.13977 -0.05735 -1.42958 -0.30 -1.89 -0.79
H 0.67655 -1.97727 -4.24121 -0.57 0.23 -0.52
C 5.83595 2.43222 1.11798 -0.20 -0.23 -0.89
C 1.46231 4.46029 0.78790 0.15 -1.03 0.59
H 1.08328 0.32027 3.66442 -0.12 0.05 0.44
H 0.83246 0.37084 1.95689 0.68 -0.18 -0.64

=====

13
Properties=species:S:1:pos:R:3:forces:R:3 method="wB97M-V/def2-TZVPD" total_charge=+1 de_lowest_ev=5.072 smiles="CN1CC[N+]1=O"
C 1.37909 -0.39426 -0.67119 5.56 3.94 -2.11
H -1.73783 1.29596 0.30872 -0.06 -0.48 0.29
H 0.86613 1.56875 0.32113 0.33 -0.87 0.11
H -2.39000 -0.33346 -0.04891 0.57 0.39 0.86
N 0.10296 -0.78442 -0.78866 -6.55 -3.29 0.17
H 1.60465 0.26583 -1.59250 -0.17 -0.94 1.21
C -1.68237 0.23037 0.61779 -2.05 0.22 0.00
O -0.52450 -1.48741 -1.54625 1.13 1.02 0.45
H 1.56191 0.31831 1.47860 -0.95 -0.17 -0.57
N -0.35553 -0.20951 0.30253 1.86 1.01 1.13
C 0.99280 0.48071 0.53531 -0.49 0.05 0.03
H -2.00168 0.15854 1.72624 0.96 -0.25 -1.85
H 2.18438 -1.10943 -0.64282 -0.13 -0.63 0.27

=====

20
Properties=species:S:1:pos:R:3:forces:R:3 method="wB97M-V/def2-TZVPD" total_charge=+1 de_lowest_ev=0.635 smiles="CC1=[N+](C)[C@@H](C)C=C1"
C 2.44358 0.15036 0.65794 -1.24 0.21 -2.57
H -1.36581 0.02566 -1.66553 0.43 0.32 0.32
H 0.69149 -2.09062 0.73179 -0.48 0.40 0.16
H 1.00511 -2.06614 -0.86985 0.28 -0.47 -1.19
C -0.75465 1.75227 -0.49782 -0.84 -2.31 -0.42
C 0.48179 1.81507 0.01583 -0.80 0.83 -0.13
H -2.74399 -1.11173 -0.31813 0.38 1.19 1.03
H 2.80472 -0.61850 -0.06712 0.03 0.52 0.64
H 0.96662 2.72293 0.27587 0.68 0.39 0.11
C -1.11187 0.27133 -0.60979 -0.10 1.09 -1.88
H 2.52334 -0.24278 1.64052 -0.28 -0.36 0.95
H -0.66785 -2.34786 -0.33366 0.24 0.82 -0.25
N 0.12784 -0.39265 -0.27263 -0.05 4.64 1.21
H -3.00776 0.58405 0.32862 -0.28 -0.09 -0.10
H -1.50529 2.42262 -0.91796 0.62 0.43 0.62
H 3.06504 1.04841 0.56720 -0.21 -0.26 0.06
H -1.90910 -0.46848 1.15200 0.22 -0.60 1.77
C 1.00461 0.49314 0.17782 1.11 -0.89 0.19
C 0.23794 -1.73182 -0.20867 1.15 -5.13 1.29
C -2.28577 -0.21526 0.21356 -0.88 -0.72 -1.81

=====

79
Properties=species:S:1:pos:R:3:forces:R:3 method="wB97M-V/def2-TZVPD" total_charge=-1
O -3.72777 -1.42941 2.36001 0.10 0.12 -0.02
N 0.60893 4.50247 -1.52747 0.13 -0.49 -0.26
C -1.48525 1.72484 -0.60574 -0.43 -0.64 0.07
O 6.09888 0.49592 -4.40819 -0.13 0.05 -0.07
H -1.89447 -1.02708 4.98503 0.07 0.18 -0.10
H -7.45339 -7.95890 4.30384 -0.02 0.01 0.01
C -0.62040 2.46169 2.42007 -0.73 -0.52 -0.15
H -6.13411 -4.95043 5.73613 -0.02 -0.05 0.00
Cl -2.57521 -0.65163 -3.74759 -0.42 -1.00 -0.02
O 3.81654 0.83035 -5.66546 0.14 0.08 0.04
O 7.27790 -2.55762 -7.77226 -0.09 -0.02 -0.14
C 6.52525 -1.75522 -7.24767 0.15 0.07 0.22
H -3.47573 -4.10373 2.98388 0.06 -0.03 0.03
C -2.80711 -0.99748 4.39660 0.12 -0.02 0.04
H -1.95989 4.81179 -0.74876 0.16 -0.02 -0.02
O -3.91536 0.69094 1.66117 0.26 0.36 -0.02
H -1.33773 1.71462 2.76983 0.09 -0.06 -0.06
C 0.65001 1.05576 -1.69348 0.21 -0.48 -0.03
C -2.88404 -2.07712 3.34302 0.04 -0.36 0.30
O 5.03125 -2.17780 -9.05952 0.12 -0.04 0.03
H -1.49563 2.52458 -3.04109 0.05 0.04 0.11
H 3.34854 -0.45975 -7.91892 0.00 -0.03 0.00
H 1.22081 1.69725 0.24452 -0.13 0.01 -0.03
H -5.88898 -6.28881 3.26300 0.11 0.07 0.04
H 7.29434 3.35664 1.81561 -0.09 -0.03 0.05
C 1.23870 2.14750 -0.75246 -0.26 -0.46 -0.25
H 5.28755 1.02167 -4.26169 -0.03 -0.05 0.06
I 1.58682 0.90355 -3.60461 -0.14 0.22 0.02
H -7.44558 -4.35863 3.17574 0.01 -0.03 -0.04
H 7.77025 -1.22257 -5.54626 -0.01 0.01 0.03
O 4.16982 0.68387 -1.30111 0.15 0.13 -0.25
H -8.36160 -5.87065 3.08204 -0.01 0.00 0.01
O -2.85795 0.19838 3.59084 -0.08 0.01 0.02
O -3.05562 3.40247 1.48674 0.21 -0.81 -0.26
H -8.29523 -4.95529 4.59798 -0.03 -0.09 0.02
I 4.29636 1.53148 1.50094 -0.19 -0.07 0.06
H -1.90667 -2.23528 2.87909 0.00 0.11 -0.04
H -3.67183 -0.99639 5.06273 -0.03 -0.07 -0.03
H 5.84180 -2.71210 -9.17640 0.01 -0.01 0.02
O -5.63693 -5.19368 4.94722 0.10 -0.05 -0.09
H -1.24551 0.03350 -1.80970 -0.16 0.03 -0.34
C 5.20611 -1.49828 -7.93486 -0.19 0.07 -0.04
C 4.29665 -0.64963 -7.43585 -0.10 0.06 0.01
C 0.39753 3.42898 -0.59736 1.04 0.49 0.39
C 3.70323 1.49635 -0.59070 0.01 -0.38 -0.01
H -2.57505 1.70191 -0.61677 0.03 0.14 -0.26
C -7.71969 -5.26272 3.72016 0.08 0.13 -0.10
C 6.81790 -1.04203 -6.02390 0.08 -0.06 -0.04
H -3.31978 2.45587 1.43955 -0.42 -0.13 0.34
C -3.53534 -0.11414 2.46451 -0.12 -0.23 -0.10
O -1.37454 1.56607 -3.03868 0.44 1.37 0.03
Br 1.03929 -0.66714 -0.75985 0.00 0.14 0.11
H -0.28149 3.00708 3.30009 0.25 0.03 -0.11
H -7.38709 -7.04341 5.81970 -0.07 0.03 -0.05
C -6.47657 -6.02881 4.14432 -0.40 0.00 0.29
H 2.85162 3.35977 -0.18907 0.11 0.02 -0.09
H -2.87808 -3.80275 4.61958 0.03 0.03 0.00
C 7.31286 4.30280 2.34091 0.20 0.09 -0.10
H -1.18715 1.11975 0.25549 0.24 0.26 0.05
Cl 8.26274 5.44396 1.43272 -0.23 -0.40 -0.31
H -4.49532 -3.26715 4.13258 0.03 0.05 0.10
Cl 7.99574 4.01324 3.94495 -0.04 -0.05 -0.01
P -1.49767 3.68364 1.39787 0.47 1.79 0.24
C -0.91009 1.07756 -1.83818 0.36 -0.02 0.11
H -5.93549 -7.82896 5.20735 0.01 -0.01 -0.04
C 0.58998 4.37580 -2.74640 -0.88 -0.26 0.76
C 5.91002 -0.19009 -5.52244 0.19 -0.07 0.07
C -6.83658 -7.29309 4.90831 0.17 -0.08 0.01
C 2.69911 2.57156 -0.93321 -0.10 0.93 0.53
H 0.74513 3.83545 0.36038 -0.16 0.10 0.00
O -1.91774 3.93365 -1.17020 -0.02 -0.06 -0.31
Cl 9.34256 7.52505 3.32752 0.21 0.41 0.35
N -1.07740 3.14220 -0.37251 -0.57 -0.53 0.62
Cl 5.62629 4.85880 2.49028 -0.08 0.08 0.04
O 0.45541 4.33110 -3.88240 0.38 0.34 -0.83
C 4.58240 0.04893 -6.20077 -0.13 -0.09 -0.21
H 0.19569 1.94345 1.92006 0.16 0.15 0.14
H 2.90940 3.04133 -1.89366 0.00 -0.48 -0.22
C -3.46637 -3.38577 3.80283 -0.24 0.09 -0.33

=====

DFT total energy (eV)
-138996.122; -8241.067; -8936.367; -212110.447
HOMO level (eV)
-10.32; -16.02; -14.59; -3.68